Record 1
Molecular formula: C22H34Cl5FeN4Si2
Method: DFT, the ωB97M-V functional and the def2-TZVPD basis

Frontier orbital gap (alpha / beta) = 7.22 / 6.80 eV
Multiplicity = 2
Expectation value of S² = 0.8134
Energy relative to the best compared isomer or geometry (same formula, charge and spin) = 0.000 eV
Calculated total energy = -142084.1823 eV

Structure (XYZ):
```
68
Properties=species:S:1:pos:R:3:forces:R:3
Fe -0.38835 -0.25979 0.04160 -0.15 0.20 0.22
N 0.79934 -0.67387 1.66303 0.05 -0.05 -0.10
C 0.38372 -0.69923 3.07933 -0.08 0.07 0.00
C -0.90377 -1.50106 3.27126 0.06 -0.07 -0.05
C -2.12771 -0.63960 3.54314 -0.02 0.01 -0.06
C -2.34508 0.43347 2.48746 -0.09 0.06 0.00
N -2.23312 -0.07825 1.10744 0.12 -0.11 -0.02
H 1.22905 -1.55989 1.40619 -0.05 0.00 0.10
H 1.52726 0.02811 1.55374 0.06 -0.06 0.00
H 0.24341 0.33975 3.38837 -0.01 -0.02 0.00
H 1.19013 -1.09631 3.69859 0.01 -0.06 0.00
H -0.78737 -2.23572 4.06986 0.00 0.04 0.03
H -1.07181 -2.07329 2.35933 0.03 -0.01 0.07
H -2.03630 -0.14178 4.51298 -0.01 0.01 -0.01
H -3.01436 -1.27761 3.60756 0.02 -0.01 -0.03
H -1.60526 1.22063 2.59647 0.12 0.13 0.01
H -3.32528 0.88944 2.65002 0.00 0.02 0.01
H -2.76038 0.52938 0.49060 -0.05 0.01 0.03
H -2.67788 -0.98987 1.04293 -0.01 0.01 0.03
Cl -1.69273 0.09260 -1.96192 -0.16 0.08 -0.22
C -1.90681 -1.63819 -1.68463 0.21 0.34 0.29
C -1.19653 -2.08569 -0.58141 0.18 0.09 -0.06
C -1.36209 -3.44178 -0.36601 -0.08 -0.37 0.14
Cl -0.62845 -4.18843 1.04825 -0.03 -0.03 -0.14
C -2.10803 -4.28574 -1.20885 0.02 0.22 0.00
Cl -2.24571 -5.97137 -0.89291 0.01 -0.03 0.02
C -2.75897 -3.74971 -2.32133 0.11 0.06 0.14
Cl -3.67212 -4.74030 -3.38413 -0.03 -0.05 -0.03
C -2.66085 -2.37808 -2.55460 -0.38 -0.11 -0.46
Cl -3.42667 -1.62813 -3.91144 0.04 -0.19 0.12
C 0.69768 -2.22688 -3.14682 -0.06 -0.02 -0.03
Si 1.96027 -1.70701 -1.86131 0.01 0.05 0.06
C 3.54681 -1.58861 -2.87249 0.01 0.07 -0.01
C 2.33902 -3.03208 -0.60050 0.00 -0.08 -0.01
N 1.39181 -0.28336 -0.97521 0.04 -0.01 -0.19
C 2.08770 0.83055 -0.72769 -0.03 0.00 0.08
C 3.46210 1.05492 -1.05922 0.00 -0.02 -0.01
C 4.10902 2.21041 -0.73743 -0.02 0.07 0.04
C 3.43241 3.24368 -0.04832 0.04 -0.09 -0.06
C 2.11580 3.09470 0.27508 -0.03 0.01 -0.06
C 1.37841 1.91747 -0.05920 0.07 -0.01 0.07
N 0.07031 1.73665 0.19605 -0.09 0.06 0.07
Si -0.91633 3.18659 0.36593 0.06 -0.02 -0.06
C -0.59937 4.35281 -1.07170 0.04 0.00 -0.02
C -0.66240 4.04682 2.02124 -0.03 0.03 0.02
C -2.77044 2.90299 0.22230 -0.04 0.00 0.06
H 1.23068 -2.57921 -4.03255 0.00 -0.02 0.01
H 0.08061 -1.37937 -3.45543 0.06 -0.07 -0.02
H 0.03710 -3.02911 -2.81263 0.07 0.04 -0.03
H 3.61926 -2.55313 -3.38563 0.00 0.03 -0.01
H 4.45864 -1.47384 -2.28414 -0.02 -0.02 -0.04
H 3.51854 -0.81385 -3.64267 0.02 0.01 0.05
H 2.66177 -3.94852 -1.10393 -0.01 0.02 0.02
H 1.49078 -3.29012 0.03021 0.02 0.01 0.00
H 3.16683 -2.70269 0.03576 -0.01 -0.01 0.00
H 4.00953 0.28346 -1.57180 -0.03 -0.01 0.02
H 5.15198 2.33132 -1.00189 -0.01 0.00 0.01
H 3.95959 4.14682 0.23079 0.01 0.00 -0.01
H 1.61938 3.88816 0.81636 0.05 -0.05 -0.11
H 0.44407 4.46253 -1.36295 0.02 -0.01 0.05
H -0.99753 5.34566 -0.84227 0.01 -0.02 -0.01
H -1.14857 3.97795 -1.94040 0.03 0.01 -0.01
H 0.38317 4.26009 2.24561 -0.11 0.03 0.05
H -1.04646 3.42540 2.83172 -0.02 -0.04 0.07
H -1.21342 4.99127 2.05323 0.01 -0.02 -0.03
H -3.06205 2.24147 -0.59624 0.03 0.00 -0.01
H -3.18117 3.88708 -0.02619 -0.01 -0.02 0.03
H -3.26276 2.58930 1.14342 0.01 -0.05 -0.01
```
Positions in Å, forces in eV/Å.



Record 2
Molecular formula: C22H34IrN2O6P2
Method: DFT, the ωB97M-V functional and the def2-TZVPD basis

Frontier orbital gap (alpha / beta) = 5.25 / 4.34 eV
Multiplicity = 6
Expectation value of S² = 8.7888
Energy relative to the best compared isomer or geometry (same formula, charge and spin) = 1.447 eV
Calculated total energy = -60016.9232 eV
Net charge = +2

Structure (XYZ):
```
67
Properties=species:S:1:pos:R:3:forces:R:3
P -3.00266 2.27021 1.29414 -2.18 1.45 -0.20
P -3.14821 1.16450 -2.13978 -2.44 1.10 -1.10
C -4.20887 2.81989 -0.03893 0.13 0.04 -0.05
C -4.55737 1.79852 -1.11967 0.24 0.01 0.57
H -3.79103 3.72875 -0.48591 -0.12 -0.04 0.04
H -5.12128 3.09341 0.50547 0.05 0.12 -0.18
H -5.05078 0.91265 -0.67799 0.16 0.37 -0.23
H -5.24241 2.24746 -1.86101 0.12 -0.20 0.22
C -2.91506 2.43433 -3.43749 0.53 -0.08 0.04
H -2.08175 2.12698 -4.08754 -0.27 0.19 0.11
H -2.67102 3.40361 -2.97933 -0.06 -0.28 -0.16
H -3.83144 2.51712 -4.03770 0.18 -0.03 0.19
C -4.01584 -0.21037 -2.97435 0.54 -0.39 0.03
H -4.64768 0.20652 -3.77103 0.16 -0.11 0.20
H -4.63601 -0.75334 -2.24666 0.22 0.14 -0.25
H -3.27939 -0.89752 -3.40809 -0.34 0.08 -0.13
C -2.84790 3.83746 2.23095 0.00 -0.06 0.03
H -2.14642 3.69820 3.06447 -0.20 0.14 -0.15
H -3.82919 4.13422 2.62926 0.32 0.01 -0.07
H -2.46669 4.62702 1.57054 -0.04 -0.16 0.21
C -4.19382 1.33120 2.34001 0.30 -0.14 0.12
H -4.66058 0.51687 1.76463 0.14 0.26 0.29
H -4.97023 2.02531 2.69592 0.20 -0.28 -0.08
H -3.66343 0.91346 3.20766 -0.31 0.01 -0.15
Ir 0.71159 -0.27236 1.06533 2.41 -2.91 -1.16
C -0.31438 -1.17786 -1.29006 1.70 1.40 0.74
C 0.43512 0.01178 -1.19591 -0.06 -1.10 -2.17
C -0.02253 1.46238 -1.32382 -0.08 0.54 0.13
C -0.17265 2.25399 -0.01332 0.42 0.51 -0.42
C -0.44192 1.41616 1.19516 -1.02 -0.43 0.66
C -1.21409 0.13851 1.29644 -0.46 1.52 0.27
C -2.14597 -0.34414 0.22496 -0.15 -0.61 -0.93
C -1.64181 -1.46020 -0.71832 -1.03 0.16 0.59
C 1.31981 -0.45034 2.92010 1.11 0.16 1.54
H 0.19273 -2.03996 -1.73015 0.13 0.14 0.40
H 1.46926 -0.08294 -1.58260 -0.72 -0.12 0.17
H -0.94595 1.54617 -1.93188 0.50 -0.27 0.37
H 0.74800 1.98220 -1.91168 -0.27 -0.27 0.06
H 0.77250 2.80334 0.15889 -0.37 -0.27 0.10
H -0.93511 3.04104 -0.12098 0.12 -0.18 0.04
H -0.41158 1.94673 2.16217 0.55 -0.30 -0.46
H -1.55919 0.00227 2.33073 0.22 -0.26 -0.37
H -2.37108 0.55960 -0.42282 0.34 -1.03 0.90
H -3.08492 -0.66868 0.69351 0.19 0.10 -0.19
H -1.62729 -2.41826 -0.16300 0.22 0.31 -0.34
H -2.38368 -1.62829 -1.51900 0.25 -0.01 0.24
H 1.46668 -1.52111 3.14989 -0.26 0.39 -0.02
H 0.59407 0.00863 3.61431 0.29 -0.19 -0.12
H 2.30105 0.05813 2.99242 -0.43 -0.15 0.22
O 3.42574 0.06935 -0.14774 -1.33 -1.43 1.14
C 3.27254 -1.11185 0.20709 2.62 0.38 -0.91
O 2.14573 -1.65432 0.59533 -1.04 1.02 0.17
C 4.46634 -2.07561 0.20663 0.09 -0.37 -0.09
C 4.34687 -3.37260 -0.31752 0.32 -0.45 -0.06
C 5.47565 -4.23077 -0.33991 -0.10 2.10 0.74
C 6.69931 -3.83115 0.21484 -0.42 -0.07 -0.05
C 6.79314 -2.55212 0.77730 -0.43 0.29 0.16
C 5.69674 -1.65767 0.72469 0.31 -0.11 0.03
N 8.00014 -2.16475 1.46046 -4.56 -1.28 -2.70
O 8.92130 -3.00324 1.56922 2.83 -1.51 0.69
O 8.07743 -1.00627 1.92512 0.99 2.65 1.44
N 5.39996 -5.53030 -0.95665 0.18 -3.08 -1.32
O 4.32918 -5.88279 -1.49303 1.78 0.99 1.10
O 6.42539 -6.24907 -0.93258 -2.15 1.71 0.06
H 3.39885 -3.70861 -0.73055 0.28 -0.09 0.07
H 7.55191 -4.50698 0.22203 -0.28 0.15 -0.04
H 5.81419 -0.64452 1.09733 -0.01 -0.19 0.01
```
Positions in Å, forces in eV/Å.



Record 3
Molecular formula: C22H34N2O2
Method: DFT, the ωB97M-V functional and the def2-TZVPD basis

Frontier orbital gap = 8.30 eV
Energy relative to the best compared isomer or geometry (same formula, charge and spin) = 23.874 eV
Calculated total energy = -30419.5103 eV

Structure (XYZ):
```
60
Properties=species:S:1:pos:R:3:forces:R:3
C 6.84310 0.97490 1.76280 1.93 -0.73 -9.59
C 5.86821 -0.06749 0.69900 -3.25 2.76 13.91
C 6.14381 0.09621 -0.57839 1.46 2.18 -9.26
C 4.43719 0.52960 1.07325 -0.52 2.83 1.04
N 3.36752 0.07735 0.27119 7.60 -10.20 -1.05
C 3.16461 -1.40147 0.59240 5.78 -4.38 2.72
C 2.36330 -2.45566 -0.34121 -3.13 5.56 8.88
N 1.05842 -1.56134 -0.17281 -0.78 -5.48 -2.51
C 0.09301 -2.22047 -1.02359 -1.07 -5.19 0.46
C -1.40308 -1.86318 -0.65988 3.32 -0.86 -7.61
C -1.73463 -1.62823 0.59651 -7.06 3.33 -2.17
C -3.01535 -0.96091 0.70556 -1.09 -2.05 2.89
C -3.90395 -0.81071 -0.44326 1.78 0.86 8.18
C -5.13499 -0.24332 -0.26279 -10.71 4.50 5.95
C -6.25549 0.22765 0.38640 8.75 -3.29 -5.74
C -7.59981 0.81150 0.36395 0.19 -1.82 5.56
C -7.59432 2.03853 1.46559 11.42 -9.81 -3.52
C -8.56003 -0.48075 0.89837 4.39 2.67 -8.55
O -7.91526 1.11132 -0.86440 -5.45 4.31 -4.29
C -3.40083 -0.98652 -1.59668 2.11 -1.94 -8.33
C -2.18948 -1.66640 -1.85816 -1.30 1.94 4.49
C 1.17043 -0.30231 -0.81148 -0.36 1.61 8.02
C 2.14901 0.35865 0.27687 -8.35 10.54 -3.70
C 2.11887 1.91640 -0.20412 1.29 3.47 -1.14
C 2.82736 2.12655 -1.72079 2.58 5.69 7.51
O 1.96252 1.89970 -2.59172 -0.81 -6.24 -6.43
H 6.88292 2.00592 1.36271 -0.49 -0.36 0.05
H 6.70326 1.00870 2.70887 -1.53 -0.42 6.34
H 7.87419 0.60766 1.52162 -0.63 0.14 0.57
H 6.10060 -0.93759 1.48084 -0.67 0.78 -2.99
H 7.10770 -0.33928 -0.63592 1.44 -0.12 -1.48
H 5.46444 -0.37181 -1.33492 0.43 -0.25 0.89
H 6.12014 1.24080 -1.06756 0.38 -2.61 1.90
H 4.28390 1.64174 0.88656 1.59 -0.81 0.02
H 4.17976 0.56817 2.17684 0.37 -0.94 -0.59
H 4.28872 -1.88486 0.90371 -2.47 1.12 -1.73
H 2.83589 -1.59828 1.65188 -0.74 1.06 -0.81
H 2.31847 -3.38653 0.22826 -0.26 0.19 -0.60
H 2.88782 -2.35834 -1.13011 2.71 -0.21 -6.64
H 0.10370 -3.38119 -0.70430 0.22 2.08 -0.73
H 0.48708 -2.31039 -2.16906 -1.57 0.77 2.23
H -1.07873 -1.75647 1.30053 3.32 -0.57 4.24
H -3.49794 -0.81840 1.81362 1.30 -0.03 -2.96
H -8.38625 2.24382 1.73691 -14.26 4.07 4.19
H -6.98352 2.77286 1.21301 2.55 3.32 -1.44
H -7.14505 1.50360 2.32908 0.01 0.54 -0.24
H -8.21177 -0.70852 1.71213 3.90 -3.11 8.68
H -9.34367 0.00286 1.06789 -7.54 3.31 0.86
H -8.52024 -1.23362 0.16678 -0.27 -0.76 -0.87
H -8.90133 1.71744 -0.87657 4.42 -2.80 0.13
H -4.04384 -0.60052 -2.40989 0.60 -0.63 -0.06
H -1.86328 -1.78214 -2.84407 0.80 -0.31 -1.06
H 0.12193 0.14881 -0.55632 2.00 -0.22 -1.58
H 1.59138 -0.44925 -1.71177 1.01 0.66 -3.68
H 1.75689 0.55241 1.23283 -1.70 -0.99 1.76
H 2.74139 2.72130 0.38769 -1.24 -1.84 -0.26
H 1.09435 2.36651 -0.26639 0.60 -0.55 0.15
H 3.66388 1.50333 -1.49789 0.77 -0.89 -1.61
H 3.23320 3.33719 -1.96695 -0.45 -2.98 1.56
H 1.27387 2.45442 -2.67264 -3.35 3.11 0.04
```
Positions in Å, forces in eV/Å.



Q: Which of these has the lowest energy relative to the best compared isomer or geometry (same formula, charge and spin)?
A: C22H34Cl5FeN4Si2



Q: What is the formula in the first record?
A: C22H34Cl5FeN4Si2